{"formula": "C2H2F6N2O3S2", "method": "ωB97M-V/def2-TZVPD", "charge": 0, "smiles": "N[S@](=O)(=NS(=O)(=O)C(F)(F)F)C(F)(F)F", "relative_energy_kj_mol": 0.0, "homo_ev": -11.292, "orbital_gap_ev": 11.5, "multiplicity": 1, "max_force_ev_per_a": 4.5, "elements": ["N", "S", "O", "N", "S", "O", "O", "C", "F", "F", "F", "C", "F", "F", "F", "H", "H"], "positions_angstrom": [[-1.383645, 0.594384, -1.088824], [-0.978534, -0.090404, 0.334864], [-1.336748, 0.747434, 1.438073], [0.590122, -0.740887, 0.419759], [1.761616, -0.253149, -0.552427], [2.779477, -1.263864, -0.634965], [1.295129, 0.432384, -1.720759], [2.281610, 1.139639, 0.656060], [2.273493, 0.761992, 1.902849], [1.271062, 1.982143, 0.485126], [3.404222, 1.800744, 0.394646], [-2.189296, -1.519636, 0.309930], [-2.365362, -1.996057, 1.511106], [-3.308886, -1.050827, -0.238702], [-1.603941, -2.403135, -0.465061], [-2.026905, 1.411563, -1.127245], [-0.463413, 0.447683, -1.624425]], "forces_ev_per_a": [[2.19, -1.20, -0.02], [1.81, 0.82, 0.60], [-0.06, -0.40, 0.08], [-4.45, 0.42, -0.80], [1.58, -0.23, 1.79], [-0.82, 0.87, 0.01], [-0.14, 0.04, -0.75], [-0.08, 0.07, -1.32], [0.41, -0.60, 0.71], [-0.64, 0.97, 0.03], [0.16, -0.47, -0.22], [1.33, 0.74, -0.39], [-0.48, -0.10, 0.23], [0.15, -0.56, 0.57], [-0.48, -0.83, -0.46], [1.17, -0.87, 0.21], [-1.62, 1.32, -0.27]], "lowdin_charge": [-0.072, 0.841, -0.277, -0.281, 0.613, -0.255, -0.304, -0.687, 0.173, 0.107, 0.157, -0.715, 0.194, 0.151, 0.158, 0.130, 0.065]}

{"formula": "C4H6N2OS", "method": "ωB97M-V/def2-TZVPD", "charge": 0, "relative_energy_kj_mol": 625.2, "homo_ev": -8.369, "orbital_gap_ev": 8.3, "multiplicity": 1, "max_force_ev_per_a": 6.4, "elements": ["C", "C", "C", "C", "N", "N", "O", "S", "H", "H", "H", "H", "H", "H"], "positions_angstrom": [[0.589851, 0.514385, -0.823181], [0.749636, -0.081283, 0.500002], [0.362460, 0.944484, 1.353935], [-2.516469, -0.214523, 0.284522], [0.172850, 1.743799, -0.660966], [1.353313, -1.287938, 0.772265], [-0.000547, 2.029322, 0.632901], [-3.213686, 0.126605, -1.140851], [0.700849, 0.122743, -1.728184], [0.309801, 1.045625, 2.423434], [-2.022804, -1.230596, 0.197107], [1.136947, -1.562575, 1.718713], [1.199095, -2.040817, 0.112987], [-3.280643, -0.986002, -2.070125]], "forces_ev_per_a": [[-0.73, 1.95, 6.10], [-0.39, 2.20, -0.75], [0.42, -1.34, -0.87], [0.83, -1.27, -0.58], [-0.47, 0.40, -2.03], [0.02, -0.63, 0.71], [0.54, -0.77, 0.32], [-0.79, -0.36, -0.83], [0.62, -1.47, -3.63], [-0.02, -0.09, 0.00], [-0.61, 0.73, 0.45], [0.20, -0.46, -0.04], [-0.12, 0.25, 0.13], [0.50, 0.87, 1.01]], "lowdin_charge": [-0.074, -0.329, -0.080, -0.491, 0.029, 0.087, -0.058, 0.675, 0.071, 0.124, -0.041, 0.091, 0.091, -0.095]}